(1)
ORCA calculation (ωB97M-V with the def2-TZVPD basis set) on a structure of composition C16H17CrF6IN2O in a non-equilibrium geometry.

Results
<S²>	6.077
charge	0
multiplicity	5
Kohn-Sham gap (spin up / spin down)	0.144 / 0.313	Ha

Each line ends with the natural charge from an NBO analysis.
Element x y z (Å)
C: -0.93 -0.20 1.77  -0.740
C: -1.69 0.76 0.78  -0.758
H: -1.37 -1.21 1.67  0.270
H: -1.47 0.34 2.62  0.282
H: 0.13 -0.28 2.17  0.287
H: -2.03 0.87 -0.31  0.320
H: -2.60 0.36 1.28  0.294
H: -1.47 1.75 1.19  0.235
C: 2.05 -2.34 0.38  0.092
C: 2.98 -3.34 0.09  -0.314
C: 3.53 -3.36 -1.20  -0.174
C: 3.15 -2.40 -2.15  -0.207
H: 1.56 -2.26 1.36  0.195
H: 3.27 -4.07 0.87  0.230
H: 4.25 -4.15 -1.45  0.222
H: 3.59 -2.37 -3.17  0.223
N: 1.68 -1.42 -0.54  -0.531
C: 2.18 -1.43 -1.81  0.114
C: 1.63 -0.39 -2.71  0.121
N: 0.69 0.42 -2.13  -0.525
C: 0.12 1.45 -2.80  0.089
C: 1.37 0.88 -4.77  -0.174
C: 0.40 1.70 -4.15  -0.312
H: -0.56 2.09 -2.22  0.200
H: -0.11 2.51 -4.69  0.230
C: 2.01 -0.14 -4.05  -0.209
H: 2.83 -0.75 -4.48  0.223
H: 1.61 1.08 -5.82  0.222
Cr: 0.18 -0.05 -0.19  1.213
I: -1.73 -1.87 -0.89  -0.398
C: 0.87 2.43 2.79  -0.649
C: 1.66 2.36 1.49  0.157
O: 1.28 1.43 0.59  -0.853
C: 1.60 3.80 0.80  0.952
F: 1.93 4.83 1.64  -0.330
F: 2.41 3.90 -0.28  -0.311
F: 0.32 4.04 0.37  -0.340
C: 3.19 2.10 1.90  0.951
F: 3.67 3.01 2.81  -0.332
F: 3.30 0.87 2.49  -0.336
F: 4.03 2.11 0.84  -0.309
H: -0.18 2.64 2.56  0.213
H: 1.27 3.22 3.43  0.249
H: 0.92 1.47 3.30  0.220

(2)
ORCA calculation (ωB97M-V with the def2-TZVPD basis set) on a cluster of 2 separate species, C16H17F3N2O8S in total in a non-equilibrium geometry.

Results
charge	0
multiplicity	1
Kohn-Sham gap	0.338	Ha
SMILES	O=NO[C@]1(O)[C@H](S(=O)(=O)C(F)(F)F)NC(=O)[C@@H]1Cc1ccccc1.O=C1CCCO1

Each line ends with the natural charge from an NBO analysis.
Element x y z (Å)
O: -4.34 -4.70 1.40  -0.209
N: -3.95 -4.59 0.32  0.403
O: -3.56 -3.23 0.08  -0.423
C: -2.95 -3.06 -1.17  0.524
O: -3.81 -3.64 -2.13  -0.706
C: -1.54 -3.75 -1.42  -0.354
S: -0.77 -4.65 -0.05  2.044
O: -1.18 -4.16 1.24  -0.900
O: -1.01 -6.04 -0.30  -0.899
C: 1.10 -4.43 -0.12  0.758
F: 1.63 -5.61 0.12  -0.287
F: 1.53 -4.00 -1.30  -0.305
F: 1.47 -3.59 0.82  -0.293
N: -0.72 -2.75 -2.09  -0.666
C: -1.54 -1.60 -2.40  0.716
O: -1.28 -0.86 -3.27  -0.494
C: -2.71 -1.59 -1.43  -0.385
C: -2.63 -0.65 -0.20  -0.430
C: -1.44 0.27 -0.16  0.031
C: -0.55 0.16 0.91  -0.235
C: 0.59 0.97 1.00  -0.216
C: 0.85 1.89 -0.01  -0.205
C: -0.04 2.03 -1.07  -0.208
C: -1.18 1.23 -1.14  -0.227
H: -3.86 -3.09 -2.92  0.481
H: -1.72 -4.54 -2.14  0.263
H: 0.04 -2.37 -1.52  0.405
H: -3.56 -1.24 -2.03  0.242
H: -2.60 -1.26 0.69  0.245
H: -3.56 -0.09 -0.16  0.231
H: -0.76 -0.56 1.69  0.211
H: 1.26 0.86 1.84  0.213
H: 1.74 2.49 0.06  0.237
H: 0.17 2.77 -1.82  0.216
H: -1.86 1.34 -1.98  0.216
O: 4.07 3.00 0.34  -0.561
C: 3.76 4.01 0.90  0.792
C: 4.58 4.80 1.90  -0.528
C: 3.54 5.70 2.55  -0.429
C: 2.52 5.86 1.43  -0.070
O: 2.57 4.63 0.69  -0.496
H: 5.33 5.37 1.35  0.239
H: 5.07 4.14 2.61  0.245
H: 3.93 6.65 2.91  0.224
H: 3.08 5.18 3.40  0.212
H: 2.78 6.68 0.75  0.180
H: 1.51 6.01 1.80  0.201

(3)
ORCA calculation (ωB97M-V with the def2-TZVPD basis set) on a structure of composition C16H17F6N8O4PSTb in a non-equilibrium geometry.

Results
<S²>	16.473
charge	+2
multiplicity	8
Kohn-Sham gap (spin up / spin down)	0.294 / 0.151	Ha

Each line ends with the Löwdin charge.
Element x y z (Å)
Tb: 0.79 0.10 0.02  1.611
O: -4.24 2.73 2.27  0.151
C: -3.24 3.59 2.49  -0.478
O: -3.41 4.67 2.99  0.150
C: -1.87 3.18 2.06  -0.025
C: -0.76 3.93 2.36  0.047
N: 0.31 3.29 1.87  0.054
N: -0.02 2.16 1.25  -0.031
C: -1.35 2.09 1.35  -0.154
C: -2.04 0.93 0.69  -0.559
O: -3.14 0.58 1.06  0.104
O: -1.32 0.33 -0.22  -0.283
H: -3.91 1.92 1.84  0.059
H: -0.70 4.87 2.89  0.160
H: 1.28 3.58 1.91  0.178
N: -1.07 -3.28 0.23  0.237
C: -0.91 -2.74 1.47  -0.221
C: -1.42 -3.50 2.54  0.080
C: -1.38 -2.99 3.82  0.017
C: -0.85 -1.72 3.98  0.055
C: -0.35 -1.04 2.86  -0.071
N: -0.35 -1.52 1.64  0.058
C: -0.79 -2.90 -1.07  -0.233
C: -1.41 -3.65 -2.06  0.070
C: -1.20 -3.32 -3.39  0.013
C: -0.35 -2.26 -3.66  0.037
C: 0.25 -1.58 -2.59  -0.089
N: 0.04 -1.88 -1.32  0.034
H: -1.59 -4.15 0.26  0.165
H: -1.86 -4.48 2.34  0.142
H: -1.77 -3.55 4.65  0.141
H: -0.81 -1.25 4.96  0.140
H: 0.05 -0.04 2.98  0.118
H: -2.07 -4.47 -1.80  0.141
H: -1.68 -3.87 -4.18  0.139
H: -0.14 -1.96 -4.68  0.135
H: 0.93 -0.76 -2.78  0.081
N: 2.86 0.99 -2.42  -0.004
N: 2.33 1.60 -3.56  -0.074
C: 1.12 2.18 -3.49  -0.832
N: 0.73 2.86 -4.57  0.121
S: 0.10 2.08 -2.14  0.695
H: 3.47 1.63 -1.93  0.099
H: 3.41 0.19 -2.69  0.106
H: 2.95 1.80 -4.33  0.161
H: 1.33 3.01 -5.36  0.125
H: -0.16 3.32 -4.55  0.111
F: 2.66 -0.97 -0.30  -0.295
P: 3.58 -0.11 0.92  0.231
F: 2.67 1.25 0.36  -0.290
F: 2.20 -0.36 1.84  -0.230
F: 4.21 0.77 2.02  -0.025
F: 4.18 -1.45 1.38  -0.025
F: 4.65 0.19 -0.18  -0.047

(4)
ORCA calculation (ωB97M-V with the def2-TZVPD basis set) on a structure of composition C16H17FeN4S2Se in a non-equilibrium geometry.

Results
<S²>	8.766
charge	0
multiplicity	6
Kohn-Sham gap (spin up / spin down)	0.282 / 0.240	Ha

Each line ends with the natural charge from an NBO analysis.
Element x y z (Å)
Fe: -0.93 -0.64 1.26  1.233
S: -1.67 1.62 0.95  -0.229
C: -0.07 2.02 1.50  -0.218
S: 1.07 0.71 1.42  -0.281
C: 0.25 3.26 1.98  -0.421
C: 1.51 3.52 2.59  0.292
N: 2.52 3.72 3.10  -0.317
C: -0.70 4.31 1.94  0.294
N: -1.48 5.16 1.86  -0.320
C: -2.61 0.87 -2.91  -0.416
N: -1.28 0.40 -2.62  -0.359
C: -0.95 -0.54 -1.72  0.291
Se: -2.10 -1.59 -0.71  -0.203
N: 0.39 -0.68 -1.75  -0.523
C: 0.95 0.22 -2.64  0.111
C: 2.26 0.49 -2.99  -0.212
C: 2.45 1.45 -3.97  -0.192
C: 1.38 2.12 -4.56  -0.200
C: 0.07 1.86 -4.18  -0.226
C: -0.12 0.90 -3.21  0.164
H: -3.33 0.25 -2.39  0.247
H: -2.79 0.80 -3.99  0.216
H: -2.72 1.90 -2.59  0.233
H: 0.90 -1.30 -1.14  0.441
H: 3.09 -0.01 -2.51  0.234
H: 3.46 1.69 -4.28  0.228
H: 1.57 2.86 -5.32  0.227
H: -0.76 2.40 -4.63  0.230
C: 0.05 -3.64 1.96  -0.607
C: 0.17 -2.53 3.02  -0.284
C: 0.57 -3.13 4.37  -0.590
C: -1.12 -1.72 3.13  -0.706
H: 0.92 -4.30 1.99  0.216
H: 0.00 -3.22 0.95  0.184
H: -0.85 -4.23 2.12  0.210
H: 0.99 -1.86 2.73  0.207
H: -0.23 -3.76 4.76  0.204
H: 0.77 -2.34 5.10  0.216
H: 1.47 -3.74 4.26  0.207
H: -1.08 -0.94 3.89  0.214
H: -2.01 -2.33 3.21  0.203

(5)
ORCA calculation (ωB97M-V with the def2-TZVPD basis set) on a cluster of 2 separate species, C16H17N in total in a non-equilibrium geometry.

Results
charge	0
multiplicity	1
Kohn-Sham gap	0.325	Ha
SMILES	Cc1c[nH]c2ccccc12.Cc1ccccc1

Each line ends with the natural charge from an NBO analysis.
Element x y z (Å)
C: 2.78 1.30 0.30  -0.631
C: 2.62 0.42 -0.91  -0.064
C: 3.54 -0.52 -1.29  -0.050
N: 2.91 -1.54 -2.01  -0.546
C: 1.60 -1.16 -2.19  0.184
C: 0.53 -1.78 -2.85  -0.252
C: -0.73 -1.24 -2.66  -0.219
C: -0.93 -0.10 -1.87  -0.231
C: 0.09 0.60 -1.28  -0.193
C: 1.35 -0.01 -1.45  -0.121
H: 1.96 2.00 0.40  0.216
H: 3.75 1.80 0.37  0.220
H: 2.75 0.59 1.12  0.217
H: 4.55 -0.54 -0.92  0.209
H: 3.39 -2.04 -2.75  0.401
H: 0.51 -2.59 -3.57  0.219
H: -1.56 -1.69 -3.15  0.211
H: -1.92 0.35 -1.81  0.206
H: 0.09 1.59 -0.86  0.225
C: -1.20 -1.35 0.95  -0.644
C: -1.63 -0.11 1.68  0.039
C: -1.01 0.25 2.89  -0.235
C: -1.69 1.11 3.72  -0.193
C: -2.78 1.90 3.34  -0.248
C: -3.22 1.64 2.05  -0.190
C: -2.65 0.71 1.20  -0.250
H: -1.31 -2.24 1.59  0.218
H: -0.16 -1.21 0.65  0.229
H: -1.88 -1.61 0.15  0.221
H: -0.05 -0.23 3.07  0.213
H: -1.45 1.07 4.77  0.205
H: -3.16 2.70 3.96  0.222
H: -4.01 2.25 1.61  0.202
H: -2.99 0.61 0.20  0.209

(6)
ORCA calculation (ωB97M-V with the def2-TZVPD basis set) on a cluster of 2 separate species, C16H17N in total in a non-equilibrium geometry.

Results
charge	0
multiplicity	1
Kohn-Sham gap	0.319	Ha
SMILES	Cc1c[nH]c2ccccc12.Cc1ccccc1

Each line ends with the natural charge from an NBO analysis.
Element x y z (Å)
C: 0.51 -3.93 1.13  -0.631
C: 0.77 -2.54 0.59  -0.061
C: -0.14 -1.60 0.25  -0.053
N: 0.47 -0.54 -0.43  -0.540
C: 1.78 -0.87 -0.57  0.154
C: 2.84 -0.10 -1.06  -0.246
C: 4.08 -0.69 -1.08  -0.209
C: 4.40 -1.88 -0.35  -0.235
C: 3.34 -2.66 0.07  -0.192
C: 2.05 -2.11 0.05  -0.115
H: 0.84 -4.57 0.31  0.220
H: -0.54 -4.12 1.35  0.215
H: 1.04 -4.10 2.06  0.216
H: -1.20 -1.70 0.42  0.208
H: 0.02 0.37 -0.45  0.424
H: 2.75 0.84 -1.59  0.218
H: 4.98 -0.26 -1.50  0.207
H: 5.41 -2.23 -0.21  0.212
H: 3.48 -3.54 0.70  0.208
C: -2.71 0.71 1.39  -0.642
C: -2.48 1.82 0.42  -0.017
C: -3.11 1.88 -0.83  -0.229
C: -3.04 2.99 -1.62  -0.194
C: -2.26 4.10 -1.25  -0.230
C: -1.59 4.00 -0.05  -0.194
C: -1.72 2.91 0.83  -0.228
H: -3.34 1.05 2.21  0.227
H: -1.80 0.26 1.79  0.225
H: -3.18 -0.15 0.91  0.211
H: -3.63 0.99 -1.19  0.211
H: -3.55 2.93 -2.58  0.214
H: -2.24 5.02 -1.80  0.221
H: -0.82 4.71 0.23  0.210
H: -1.41 3.01 1.86  0.216